Formula: C2H2CsFMgO2
Source: the OMol25 dataset
Level of theory: wB97M-V/def2-TZVPD

- Charge: +2
- Calculated total energy: -547.36467 a.u.
- HOMO energy: -17.3 eV
- Energy above the lowest of the compared OMol25 structures with the same formula, charge and spin: 0.0 kJ/mol

```
9
C2H2CsFMgO2 | the OMol25 dataset | wB97M-V/def2-TZVPD
H -0.521 1.583 -0.300
O -1.182 -1.202 0.521
C -1.211 -0.073 0.071
C 0.005 0.546 -0.549
O 1.149 0.090 0.026
Cs 1.171 -2.879 1.839
Mg 2.892 0.695 -0.345
F -2.275 0.675 0.390
H -0.027 0.564 -1.652
```

=====

Formula: C84H70F14
Source: the OMol25 dataset
Level of theory: wB97M-V/def2-TZVPD

- Calculated total energy: -4640.92876 a.u.
- HOMO energy: -8.9 eV
- Energy above the lowest of the compared OMol25 structures with the same formula, charge and spin: 172.4 kJ/mol

```
168
C84H70F14 | the OMol25 dataset | wB97M-V/def2-TZVPD
F 0.518 -5.687 5.454
C 0.840 -4.528 4.829
C 0.380 -4.288 3.541
C 0.820 -3.083 2.988
C 1.624 -2.180 3.653
C 2.025 -2.453 4.974
C 1.630 -3.667 5.567
H -0.163 -5.022 2.982
H 0.466 -2.927 1.979
H 1.807 -1.183 3.248
H 2.486 -1.723 5.635
H 1.857 -3.985 6.584
F 2.683 3.295 -3.311
C 3.743 2.472 -3.285
C 3.510 1.172 -2.996
C 4.529 0.243 -3.091
C 5.827 0.676 -3.442
C 6.050 2.076 -3.715
C 4.988 2.944 -3.660
H 2.596 0.673 -2.749
H 4.235 -0.725 -2.843
H 6.586 -0.058 -3.627
H 6.991 2.494 -3.929
H 5.064 4.025 -3.945
F 5.783 5.442 -0.622
C 4.648 5.754 0.025
C 3.592 4.937 -0.182
C 2.355 5.217 0.456
C 2.339 6.139 1.460
C 3.443 6.983 1.683
C 4.626 6.862 0.920
H 3.714 4.140 -0.920
H 1.469 4.651 0.225
H 1.399 6.221 2.005
H 3.279 7.699 2.419
H 5.522 7.479 0.941
F -7.464 -2.564 -3.644
C -6.498 -1.834 -3.025
C -6.520 -1.839 -1.647
C -5.467 -1.144 -1.025
C -4.535 -0.455 -1.782
C -4.599 -0.553 -3.186
C -5.529 -1.294 -3.842
H -7.331 -2.295 -1.104
H -5.438 -1.039 0.030
H -3.825 0.281 -1.402
H -3.959 0.045 -3.742
H -5.626 -1.288 -4.916
F -4.043 -5.045 1.923
C -2.808 -5.283 1.408
C -2.247 -4.308 0.578
C -0.986 -4.554 0.030
C -0.321 -5.768 0.198
C -0.958 -6.690 0.940
C -2.177 -6.503 1.560
H -2.786 -3.358 0.402
H -0.562 -3.806 -0.599
H 0.655 -5.884 -0.213
H -0.473 -7.651 1.103
H -2.630 -7.338 2.059
F -2.358 -2.789 -2.700
C -2.668 -4.058 -3.106
C -1.757 -4.712 -3.971
C -2.192 -6.001 -4.366
C -3.406 -6.549 -3.980
C -4.306 -5.809 -3.177
C -3.886 -4.566 -2.728
H -0.835 -4.386 -4.334
H -1.664 -6.592 -5.093
H -3.738 -7.555 -4.314
H -5.286 -6.162 -3.000
H -4.551 -3.993 -2.086
F -6.694 3.940 -1.441
C -5.426 3.902 -1.960
C -5.075 3.023 -2.966
C -3.700 2.898 -3.276
C -2.738 3.626 -2.585
C -3.152 4.455 -1.552
C -4.473 4.640 -1.275
H -5.705 2.281 -3.448
H -3.407 2.207 -4.066
H -1.730 3.424 -2.939
H -2.408 4.975 -0.917
H -4.782 5.246 -0.449
F 1.912 -3.631 -3.776
C 2.222 -3.547 -2.488
C 2.950 -4.602 -1.926
C 3.172 -4.593 -0.574
C 2.863 -3.432 0.138
C 2.152 -2.377 -0.402
C 1.796 -2.456 -1.756
H 3.268 -5.399 -2.563
H 3.720 -5.405 -0.111
H 3.180 -3.426 1.176
H 1.816 -1.603 0.196
H 1.210 -1.623 -2.221
F -3.687 -0.514 2.602
C -3.056 -0.642 3.819
C -2.510 -1.852 4.144
C -2.034 -2.070 5.398
C -2.145 -1.037 6.354
C -2.625 0.219 5.993
C -3.101 0.443 4.728
H -2.620 -2.685 3.409
H -1.691 -3.077 5.584
H -1.969 -1.176 7.419
H -2.595 0.974 6.773
H -3.545 1.359 4.374
F -0.957 -1.815 -5.344
C -0.154 -0.737 -5.427
C -0.761 0.492 -5.525
C 0.016 1.610 -5.781
C 1.392 1.443 -5.918
C 2.016 0.239 -5.713
C 1.239 -0.900 -5.488
H -1.848 0.550 -5.503
H -0.479 2.544 -5.929
H 1.850 2.393 -6.107
H 3.049 0.201 -5.733
H 1.679 -1.911 -5.360
F -0.692 4.603 2.485
C -1.953 4.027 2.498
C -2.876 4.490 3.423
C -4.174 3.994 3.445
C -4.601 3.053 2.469
C -3.634 2.689 1.545
C -2.327 3.103 1.555
H -2.559 5.133 4.227
H -4.729 4.332 4.308
H -5.633 2.691 2.400
H -4.014 1.990 0.839
H -1.661 2.732 0.823
F 7.681 -0.483 -0.007
C 6.684 0.378 0.257
C 5.441 -0.145 0.610
C 4.430 0.680 1.007
C 4.649 2.098 0.994
C 5.895 2.580 0.623
C 6.927 1.724 0.319
H 5.271 -1.225 0.517
H 3.459 0.302 1.195
H 3.890 2.785 1.361
H 6.058 3.653 0.541
H 7.941 2.001 0.087
F 0.250 1.500 -2.290
C 0.066 1.074 -0.993
C -1.028 0.213 -0.807
C -1.163 -0.314 0.435
C -0.290 0.087 1.520
C 0.707 1.043 1.313
C 0.924 1.531 -0.012
H -1.661 0.004 -1.675
H -1.940 -0.981 0.680
H -0.454 -0.230 2.530
H 1.288 1.500 2.128
H 1.654 2.295 -0.237
F -0.384 2.766 5.177
C 0.848 2.735 4.682
C 1.512 3.909 4.450
C 2.820 3.827 4.005
C 3.431 2.586 3.947
C 2.702 1.405 4.143
C 1.392 1.463 4.596
H 0.969 4.847 4.446
H 3.354 4.736 3.871
H 4.490 2.473 3.606
H 3.228 0.461 4.003
H 0.891 0.563 4.874
```

=====

Formula: C49H38BF9FeO2P2
Source: the OMol25 dataset
Level of theory: wB97M-V/def2-TZVPD

- Charge: +1
- Calculated total energy: -4910.46736 a.u.
- <S²>: 8.766
- HOMO energy (spin up / spin down): -10.8 / -10.8 eV
- 2S+1: 6
- Energy above the lowest of the compared OMol25 structures with the same formula, charge and spin: 0.0 kJ/mol

```
102
C49H38BF9FeO2P2 | the OMol25 dataset | wB97M-V/def2-TZVPD
Fe -0.347 -0.764 0.972
C -2.302 -1.315 7.166
C -0.958 -1.652 7.212
C -0.213 -1.700 6.044
C -0.825 -1.406 4.829
C -2.174 -1.059 4.783
C -2.910 -1.018 5.954
P 0.067 -1.530 3.276
C 1.838 -1.616 3.632
C 2.601 -2.757 3.405
C 3.950 -2.764 3.725
C 4.538 -1.644 4.293
C 3.782 -0.500 4.519
C 2.440 -0.483 4.182
C -0.439 -3.028 2.384
C -0.474 -4.338 2.859
C -0.954 -5.332 2.026
C -1.422 -5.014 0.753
C -1.412 -3.704 0.298
C -0.917 -2.688 1.112
H -2.879 -1.279 8.080
H -0.487 -1.878 8.158
H 0.836 -1.961 6.083
H -2.645 -0.819 3.838
H -3.956 -0.749 5.923
H 2.147 -3.637 2.967
H 4.540 -3.651 3.542
H 5.586 -1.662 4.561
H 4.239 0.378 4.958
H 1.855 0.412 4.362
H -0.140 -4.573 3.862
H -0.981 -6.359 2.365
H -1.812 -5.801 0.120
H -1.815 -3.478 -0.680
F 8.053 0.641 -0.453
C 7.591 -0.560 -0.065
F 8.199 -1.487 -0.822
F 7.984 -0.751 1.205
C 6.091 -0.632 -0.203
C 5.541 -0.884 -1.454
C 4.168 -0.921 -1.601
C 3.347 -0.710 -0.491
C 3.903 -0.471 0.759
C 5.282 -0.420 0.901
P 1.556 -0.646 -0.673
C 1.207 0.929 -1.520
C 1.126 1.083 -2.899
C 0.821 2.321 -3.442
C 0.609 3.408 -2.607
C 0.726 3.276 -1.230
C 1.026 2.038 -0.693
C 0.290 4.759 -3.192
F -0.302 4.655 -4.392
F 1.407 5.489 -3.356
F -0.529 5.461 -2.391
C 1.068 -1.974 -1.798
C 1.771 -3.176 -1.806
C 1.288 -4.260 -2.520
C 0.099 -4.143 -3.222
C -0.613 -2.949 -3.216
C -0.137 -1.868 -2.494
C -0.426 -5.313 -4.013
F 0.028 -6.481 -3.532
F -0.055 -5.236 -5.302
F -1.770 -5.359 -3.987
H 6.186 -1.051 -2.306
H 3.737 -1.111 -2.577
H 3.269 -0.332 1.624
H 5.721 -0.231 1.869
H 1.280 0.240 -3.560
H 0.737 2.437 -4.514
H 0.561 4.127 -0.584
H 1.092 1.936 0.385
H 2.694 -3.275 -1.251
H 1.829 -5.196 -2.522
H -1.546 -2.869 -3.758
H -0.718 -0.952 -2.466
C -5.378 6.006 -2.587
C -4.768 4.666 -2.998
C -5.903 3.749 -3.473
C -3.790 4.914 -4.154
C -4.023 3.991 -1.850
C -3.893 4.580 -0.589
C -3.227 3.966 0.469
C -2.684 2.727 0.215
O -1.977 1.884 1.057
B -1.652 0.790 0.275
O -2.162 0.903 -1.005
C -2.797 2.133 -1.033
C -3.456 2.732 -2.077
H -5.914 6.431 -3.435
H -4.615 6.725 -2.287
H -6.090 5.893 -1.769
H -6.465 4.235 -4.270
H -6.592 3.525 -2.659
H -5.525 2.806 -3.865
H -4.307 5.401 -4.982
H -3.367 3.983 -4.529
H -2.967 5.556 -3.841
H -4.325 5.553 -0.411
H -3.143 4.438 1.437
H -3.527 2.239 -3.035
```

=====

Formula: AsMnS4Se3Te
Source: the OMol25 dataset
Level of theory: wB97M-V/def2-TZVPD

- Charge: -1
- Calculated total energy: -12451.96723 a.u.
- <S²>: 0.986
- HOMO energy (spin up / spin down): -5.1 / -5.1 eV
- 2S+1: 2

```
10
AsMnS4Se3Te | the OMol25 dataset | wB97M-V/def2-TZVPD
Mn 0.176 0.168 -0.152
S -1.406 -1.959 3.072
As -1.827 -1.167 1.198
S -0.185 -1.889 -0.278
S -1.200 1.065 1.148
S -3.689 -1.361 0.295
Se 2.303 0.390 0.506
Se 3.304 2.135 -0.719
Te 2.442 1.398 -2.950
Se 0.081 1.220 -2.120
```

=====

> Among the records above, which one has the highest calculated total energy?

C2H2CsFMgO2

=====

> Which formula does entry 2 have?

C84H70F14

=====

> What is the formula in the second record?

C84H70F14